[1]
26
Properties=species:S:1:pos:R:3 method="wB97M-V/def2-TZVPD" multiplicity=2 homo_lumo_gap_ev="5.079 / 4.937" s_squared=0.76 lumo_energy_ev="-2.945 / -2.923" largest_force_ha_per_bohr=0.0943 e_above_lowest_kj_mol=392.9
Cu 1.19963 -0.23772 -1.05238
S 4.40447 2.68875 -0.74824
O 4.38622 1.28347 -0.39647
O 5.47172 3.12594 -1.60531
O 3.08208 2.77846 -1.35618
O 4.48088 3.53664 0.44009
C 1.21201 -0.69510 3.24898
C -0.08283 0.18075 3.22901
O -0.18861 0.88623 1.98553
O 1.32288 -1.58135 2.16574
H 1.29986 -1.19802 4.21202
H 2.09446 -0.06165 3.15882
H 0.02002 0.90198 4.03978
H -0.95542 -0.41501 3.49690
H -0.57316 1.75790 2.10351
H 1.73852 -2.36819 2.52590
C -2.97524 -0.85028 -3.24972
C -3.28354 -1.15612 -1.83900
O -2.17098 -1.91295 -1.28036
O -1.85167 -0.00849 -3.26244
H -3.82596 -0.37432 -3.73743
H -2.83144 -1.73601 -3.86852
H -4.16700 -1.76371 -2.03510
H -3.58392 -0.37184 -1.14418
H -2.55284 -2.69354 -0.87234
H -1.67010 0.28415 -4.15854

---

[2]
38
Properties=species:S:1:pos:R:3 method="wB97M-V/def2-TZVPD" charge=-1 multiplicity=2 homo_lumo_gap_ev="3.475 / 4.678" s_squared=0.75 lumo_energy_ev="1.568 / 1.485" largest_force_ha_per_bohr=0.0566 e_above_lowest_kj_mol=0.0
Li 0.55690 0.15939 -1.89389
Li -2.40706 0.20919 2.27378
Li -1.65754 2.01695 -1.08094
Li -1.90228 -1.06691 -0.77436
S 0.34195 0.32329 0.68362
O -0.06736 -0.91480 0.01399
O 0.16751 1.38800 -0.28906
O -0.53013 0.47458 1.84794
O 1.72623 0.19858 1.10849
O -1.59504 0.35339 -2.25640
C -2.78532 0.10268 -3.04883
C -3.84259 1.23920 -3.45585
O -4.74816 1.84890 -2.53950
H -3.34882 -0.62198 -2.46109
H -2.46941 -0.53329 -3.87578
H -4.52625 0.71455 -4.12327
H -3.55388 1.97310 -4.20827
O 0.99689 -3.41683 0.69538
H 0.78198 -2.58921 0.26515
H 0.17554 -3.69811 1.09849
O 1.23732 -1.86883 3.40091
H 1.38622 -2.61601 2.82143
H 1.04807 -1.14040 2.80947
O 4.06672 -1.06762 0.53515
H 3.23818 -0.63772 0.74714
H 4.71415 -0.36281 0.55267
O 0.37136 2.27053 3.55478
H 0.10335 1.57031 2.95973
H 1.24210 2.01009 3.85513
O 4.34567 1.41314 -0.53390
H 4.78956 2.18004 -0.89591
H 3.69300 1.77448 0.06584
O -1.85146 -3.16341 -0.78217
H -1.18993 -3.85314 -0.83581
H -2.59891 -3.58056 -0.35374
O 1.50691 3.28506 1.19139
H 1.40617 3.14812 2.13337
H 1.17829 2.47811 0.79507

---

[3]
12
Properties=species:S:1:pos:R:3 method="wB97M-V/def2-TZVPD" homo_lumo_gap_ev=8.552 smiles="N/C=C/CN=O" lumo_energy_ev=0.448 largest_force_ha_per_bohr=0.0482 e_above_lowest_kj_mol=379.2
N -0.59717 -1.74005 -1.32154
C 0.03569 -0.60038 -0.88874
C -0.03915 -0.10909 0.35501
C 0.87753 0.95407 0.83541
N 0.01010 2.10104 1.27914
O -1.16711 1.96641 1.53100
H -1.33256 -2.08713 -0.72433
H -0.78718 -1.81021 -2.30802
H 0.67311 -0.13511 -1.62999
H -0.66046 -0.58890 1.09933
H 1.52001 1.36811 0.05436
H 1.46719 0.68124 1.71838

---

[4]
20
Properties=species:S:1:pos:R:3 method="wB97M-V/def2-TZVPD" homo_lumo_gap_ev="7.719 / 7.718" lumo_energy_ev="0.741 / 0.742" largest_force_ha_per_bohr=0.0546 e_above_lowest_kj_mol=527.6
C -0.02173 0.42826 -0.75202
C -0.30942 0.94032 0.50135
C 1.72493 1.27965 0.52956
C -2.67293 -0.91568 -0.24519
C 0.45646 -0.96024 -1.00286
N 2.43380 0.32147 1.26947
O -2.14406 0.34139 -0.45456
H 0.00141 1.11738 -1.58846
H 2.04206 0.10526 2.17589
H 2.66386 -0.52644 0.77016
H -0.39847 0.26671 1.34607
H -0.69691 1.94436 0.59600
H 2.17546 1.47959 -0.43719
H 1.58257 2.21121 1.06848
H -1.97115 -1.61410 0.26849
H -3.58382 -0.97119 0.37814
H -2.96493 -1.46277 -1.16550
H 1.42120 -0.97386 -1.51961
H 0.52350 -1.54510 -0.08546
H -0.26181 -1.46624 -1.65275

---

[5]
16
Properties=species:S:1:pos:R:3 method="wB97M-V/def2-TZVPD" charge=+1 multiplicity=2 homo_lumo_gap_ev="13.628 / 4.984" s_squared=0.75 lumo_energy_ev="-2.953 / -11.001" largest_force_ha_per_bohr=0.0645 e_above_lowest_kj_mol=43.6
C 1.17798 0.91191 -1.02625
C 0.22181 1.07858 -2.22540
H 2.19098 1.25931 -1.22773
H 0.80826 1.63708 -0.28475
H 1.07026 -0.11271 -0.66306
H -0.84177 0.92024 -2.03102
H 0.59683 0.42493 -3.01112
H 0.23509 2.12330 -2.53191
C -1.06557 -0.69364 2.19807
C -0.35248 -1.32965 1.06175
H -1.31678 -1.43561 2.98606
H -0.25338 -0.12960 2.73837
H -1.98260 -0.15924 1.98610
H 0.13451 -2.25607 1.34553
H -1.10155 -1.50770 0.25017
H 0.30747 -0.57469 0.50645

---

[6]
68
Properties=species:S:1:pos:R:3 method="wB97M-V/def2-TZVPD" charge=+2 multiplicity=2 homo_lumo_gap_ev="7.428 / 7.501" s_squared=0.75 lumo_energy_ev="-6.278 / -6.236" largest_force_ha_per_bohr=0.0415 e_above_lowest_kj_mol=26.2
Ti -0.25896 -0.46058 -0.25415
C -1.35675 0.69589 2.14086
N -0.53566 -0.48998 1.85084
C 0.70817 -0.57816 2.64205
C 1.51460 0.68783 2.67159
C 2.37803 0.93774 3.73950
C 3.08613 2.12499 3.76240
C 2.89823 3.03034 2.72709
C 2.01322 2.69519 1.71898
N 1.34748 1.54342 1.66875
C -1.33739 -1.69906 2.11950
C -0.78010 -2.82820 1.32702
C -0.86150 -4.13385 1.78522
C -0.30415 -5.16636 1.04683
C 0.31970 -4.82605 -0.15070
C 0.34917 -3.51555 -0.56001
N -0.19040 -2.49104 0.14837
C -2.46872 0.74997 1.13477
C -3.60617 1.50200 1.36251
C -4.66074 1.44467 0.46345
C -4.52982 0.60687 -0.64330
C -3.35479 -0.08696 -0.83205
N -2.31632 -0.01755 0.02271
H -0.73641 1.60412 2.06348
H -1.77201 0.65910 3.17333
H 1.31452 -1.39889 2.22110
H 0.46052 -0.85734 3.68779
H 2.47400 0.20554 4.54937
H 3.77134 2.34503 4.59034
H 3.41729 3.99305 2.70746
H 1.82128 3.40895 0.91427
H -2.38853 -1.53135 1.83694
H -1.32615 -1.93956 3.19886
H -1.36386 -4.32362 2.74098
H -0.35095 -6.19858 1.39896
H 0.79102 -5.59170 -0.77945
H 0.83199 -3.26626 -1.51034
H -3.66524 2.12069 2.27377
H -5.57328 2.02460 0.63268
H -5.34878 0.48176 -1.36161
H -3.24795 -0.76769 -1.67501
C -0.74460 0.30348 -3.19409
N -0.28848 -0.90232 -2.46217
C -1.16874 -2.03280 -2.85917
C 1.15412 -1.14118 -2.80655
C 2.05268 -0.88625 -1.57955
N 1.41944 0.18241 -0.83349
C 1.65613 1.47485 -1.22838
C 0.60404 2.38246 -1.04741
F -0.55649 1.79831 -0.53248
C 0.65585 3.71679 -1.36629
F -0.41108 4.49211 -1.13896
C 1.81096 4.24418 -1.93237
C 2.87172 3.37269 -2.14095
F 3.98889 3.85594 -2.69127
C 2.81358 2.02928 -1.80318
F 3.90634 1.26763 -2.01524
H -0.75717 0.10453 -4.28451
H -1.75859 0.57919 -2.87087
H -0.07080 1.14918 -3.01145
H -0.62507 -2.78536 -3.45776
H -1.58574 -2.53197 -1.97750
H -1.99855 -1.66423 -3.48565
H 1.31820 -2.15612 -3.21379
H 1.45063 -0.42995 -3.59362
H 2.14176 -1.76811 -0.91438
H 3.07509 -0.64943 -1.91111
H 1.88379 5.30131 -2.20300

---

| no. | molar mass (g mol⁻¹) |
| --- | --- |
| 1 | 283.745 |
| 2 | 309.984 |
| 3 | 86.094 |
| 4 | 103.165 |
| 5 | 60.140 |
| 6 | 573.441 |